Here is a structure of composition C2H2BrI from OMol25. Energies are from ωB97M-V with the def2-TZVPD basis set.

Structure (ORCA input):
```
! wB97M-V def2-TZVPD RIJCOSX def2/J DEFGRID3
* xyz 0 1
C 0.3185 1.1782 1.0953
H 1.3752 0.9337 1.0483
H -0.1405 0.9112 2.1366
Br -0.9243 -1.8836 -2.7638
I -0.7438 -0.3459 0.1675
C 0.1150 -0.7936 -1.6838
*
```

For the LUMO energy (spin up / spin down), the calculation gives -1.68 / -1.68 eV. Its energy relative to the best compared isomer or geometry (same formula, charge and spin) is 6.206 eV. The largest force on an atom is 0.0359 hartree/bohr.

For each atom in turn, the Löwdin charge in e is: -0.572, -0.093, -0.075, 0.522, 1.236, -1.019

=====

Here is a cluster of 2 separate species, C2H2BrI in total from OMol25. Energies are from ωB97M-V with the def2-TZVPD basis set.

Structure (ORCA input):
```
! wB97M-V def2-TZVPD RIJCOSX def2/J DEFGRID3
* xyz 0 1
H -1.3982 -0.7513 -0.0491
I 0.9093 -0.7794 -2.7083
H -1.4055 0.6543 1.2084
C 0.5056 0.2122 0.2475
Br 2.1238 0.6742 0.8270
C -0.7350 -0.0100 0.4746
*
```

For the LUMO energy (spin up / spin down), the calculation gives -1.20 / -2.44 eV. Its energy relative to the best compared isomer or geometry (same formula, charge and spin) is 2.368 eV. The largest force on an atom is 0.0781 hartree/bohr.

For each atom in turn, the Löwdin charge in e is: 0.072, 0.022, 0.121, -0.847, 0.787, -0.155

=====

Here is a structure of composition C2H2BrI from OMol25. Energies are from ωB97M-V with the def2-TZVPD basis set.

Structure (ORCA input):
```
! wB97M-V def2-TZVPD RIJCOSX def2/J DEFGRID3
* xyz 0 3
H 0.8448 -0.2468 0.2219
C 0.1377 -0.1968 -2.7389
H -0.9337 -0.0084 0.1247
C 0.0490 0.3912 -0.1696
I -1.3642 -0.3706 -4.1395
Br 1.6832 0.5946 -3.3025
*
```

For the LUMO energy (spin up / spin down), the calculation gives -1.15 / -1.28 eV. Its energy relative to the best compared isomer or geometry (same formula, charge and spin) is 3.656 eV. The largest force on an atom is 0.0411 hartree/bohr.

For each atom in turn, the Löwdin charge in e is: -0.040, -1.261, -0.037, 0.087, 0.699, 0.552